Molecular formula: C6H9ClN3O
Method: DFT, the ωB97M-V functional and the def2-TZVPD basis

Geometry as XYZ:
```
20
Properties=species:S:1:pos:R:3
C -1.60386 -2.36955 -0.78787
C -2.90234 -2.65375 -0.12586
C -0.71690 -1.20108 -0.44461
C -3.04631 -2.50172 -1.41611
C 0.97000 0.84934 0.62414
C 1.46552 2.31402 0.79274
N -1.08680 -0.44725 0.50488
N -0.24859 0.62104 0.93329
N 2.77271 2.35152 0.21771
O 1.69691 0.05534 -0.11142
Cl -3.81448 -2.44508 -2.95670
H -0.91637 -3.22111 -1.14967
H -3.58257 -2.79846 0.71210
H 0.24451 -1.39621 -0.90284
H 0.74618 3.02937 0.47469
H 1.62837 2.61380 1.95863
H -0.65882 1.22307 1.56566
H 2.96575 3.30382 -0.14263
H 2.52501 0.44642 -0.50865
H 3.56208 2.22649 0.76254
```

Values from the calculation:
charge	+1
multiplicity	3
LUMO level (alpha / beta)	-2.8893 / -7.5266	eV



Molecular formula: C3H4N2O
Method: DFT, the ωB97M-V functional and the def2-TZVPD basis

Geometry as XYZ:
```
10
Properties=species:S:1:pos:R:3
O 0.08260 -1.22669 -0.88240
C 1.16477 -0.66824 -0.56372
N 1.18201 0.19091 0.40335
C -0.99017 -0.09164 0.58757
C -1.43448 0.99029 -0.24519
N -1.80277 1.86573 -0.90700
H 2.07506 -0.92613 -1.12343
H 2.04652 0.68927 0.62735
H -1.56277 -1.00899 0.49295
H -0.76078 0.18550 1.61052
```

Values from the calculation:
multiplicity	1
ΔE to the lowest compared entry with this formula, charge and spin	90.9	kcal per mole
LUMO level (alpha / beta)	-1.3187 / -1.3192	eV



Number 1: calculated total energy -933.16493 hartree. Number 2: calculated total energy -301.34240 hartree.